[1]
The following is a quantum chemistry calculation of C5H8O in the gas phase, from OMol25.

Geometry as ORCA input:
```
! RIJCOSX wB97M-V def2-TZVPD def2/J DEFGRID3
* xyz 0 1
C 1.36688 0.20763 0.65544
C 0.04247 0.11089 -0.14617
C -0.44468 1.36453 -0.72646
O 0.00176 2.45054 -0.43056
C -0.43098 -1.22194 -0.67129
C -1.09181 -0.69109 0.54283
H 2.06512 -0.53888 0.27007
H 1.73968 1.21920 0.49674
H 1.37323 0.06647 1.75938
H -1.30591 1.25732 -1.42284
H -0.97785 -1.17824 -1.61843
H 0.24614 -2.06758 -0.61167
H -0.43594 -0.57709 1.40055
H -2.14812 -0.40176 0.50240
*
```

Output
Maximum force = 2.78 eV Å⁻¹
SMILES = CC1(C=O)CC1
HOMO = -9.7 eV
ΔE to the lowest compared entry with this formula, charge and spin = 210.44 kJ/mol
Energy = -270.47774 a.u.
HOMO-LUMO gap = 10.7 eV

[2]
The following is a quantum chemistry calculation of C5H8O in the gas phase, from OMol25.

Geometry as ORCA input:
```
! RIJCOSX wB97M-V def2-TZVPD def2/J DEFGRID3
* xyz 0 1
C -0.77553 0.87141 0.79524
O -1.47241 0.35447 -0.32063
C -0.95326 -0.95781 -0.40773
C 0.55269 -0.79313 -0.25285
C 1.19214 0.43380 -0.83736
C 0.67476 0.46465 0.57230
H -0.99943 1.93578 0.89337
H -1.12562 0.32075 1.69035
H -1.32649 -1.42660 -1.32077
H -1.30535 -1.51471 0.48285
H 1.14876 -1.67975 -0.06162
H 0.69801 0.99663 -1.62501
H 2.27547 0.38816 -0.92838
H 1.36584 0.55570 1.40416
*
```

Output
Maximum force = 0.43 eV Å⁻¹
SMILES = C1OC[C@H]2C[C@@H]12
HOMO = -9.9 eV
ΔE to the lowest compared entry with this formula, charge and spin = 138.12 kJ/mol
Energy = -270.50529 a.u.
HOMO-LUMO gap = 11.0 eV

[3]
The following is a quantum chemistry calculation of C5H8O in the gas phase, from OMol25.

Geometry as ORCA input:
```
! RIJCOSX wB97M-V def2-TZVPD def2/J DEFGRID3
* xyz 0 1
C 0.15450 -1.27083 0.36988
C -1.03911 -0.91241 -0.09583
C -1.41112 0.52746 -0.31608
O -0.36656 1.45249 -0.08978
C 0.93165 0.94493 -0.32788
C 1.20406 -0.21776 0.62096
H 0.39420 -2.31890 0.53625
H -1.80790 -1.64555 -0.33449
H -2.20727 0.79943 0.38912
H -1.81823 0.65563 -1.33276
H 1.60497 1.79237 -0.17207
H 1.04655 0.60370 -1.36941
H 2.21389 -0.62319 0.49202
H 1.13130 0.15366 1.65113
*
```

Output
Maximum force = 0.26 eV Å⁻¹
SMILES = C1=CCOCC1
HOMO = -9.3 eV
ΔE to the lowest compared entry with this formula, charge and spin = 102.75 kJ/mol
Energy = -270.51876 a.u.
HOMO-LUMO gap = 10.4 eV

[4]
The following is a quantum chemistry calculation of C5H8O in the gas phase, from OMol25.

Geometry as ORCA input:
```
! RIJCOSX wB97M-V def2-TZVPD def2/J DEFGRID3
* xyz 0 1
C 2.81649 0.28838 0.46855
C 1.63094 0.40493 0.53176
C 0.30179 0.79623 0.20198
C -0.56866 -0.44809 0.15379
C -1.90458 -0.07249 -0.40189
O -0.03065 -1.46242 -0.66928
H 3.81867 0.02373 0.36703
H 0.39072 1.30736 -0.76751
H -0.01894 1.52469 0.94559
H -0.66392 -0.81062 1.18848
H -1.76765 0.30850 -1.41773
H -2.54507 -0.94957 -0.43230
H -2.34208 0.71077 0.22284
H 0.88294 -1.62140 -0.39132
*
```

Output
Maximum force = 1.35 eV Å⁻¹
SMILES = C#CC[C@@H](C)O
HOMO = -10.1 eV
ΔE to the lowest compared entry with this formula, charge and spin = 213.87 kJ/mol
Energy = -270.47644 a.u.
HOMO-LUMO gap = 11.0 eV

[5]
The following is a quantum chemistry calculation of C5H8O in the gas phase, from OMol25.

Geometry as ORCA input:
```
! RIJCOSX wB97M-V def2-TZVPD def2/J DEFGRID3
* xyz 0 1
C 0.56438 -1.82072 0.25560
C 0.10368 -0.41677 0.08446
C -0.85004 -0.02819 -0.75755
C -1.12860 1.42999 -0.53272
O 0.06389 1.90467 0.10010
C 0.73406 0.79695 0.68273
H 1.62864 -1.96229 0.04936
H -0.02935 -2.51095 -0.35689
H 0.38134 -2.08701 1.30264
H -0.62758 -0.53507 -1.67844
H -1.98731 1.60474 0.14551
H -1.32442 1.99660 -1.44612
H 0.67655 0.80342 1.77358
H 1.79476 0.82463 0.37774
*
```

Output
Maximum force = 2.10 eV Å⁻¹
SMILES = CC1=CCOC1
HOMO = -8.8 eV
ΔE to the lowest compared entry with this formula, charge and spin = 202.06 kJ/mol
Energy = -270.48093 a.u.
HOMO-LUMO gap = 9.8 eV

[6]
The following is a quantum chemistry calculation of C5H8O in the gas phase, from OMol25.

Geometry as ORCA input:
```
! RIJCOSX wB97M-V def2-TZVPD def2/J DEFGRID3
* xyz 0 1
O 1.94392 0.36725 0.15903
C 0.83149 0.90846 0.84572
C -0.28682 -0.09913 1.09239
C -1.02390 -0.56366 -0.16182
C -0.31501 -1.15537 -1.34364
C -0.78622 0.03804 -1.52259
H 1.64003 0.13673 -0.72713
H 1.22134 1.27091 1.80244
H 0.42220 1.78236 0.31189
H 0.13224 -0.96864 1.61571
H -1.01310 0.36054 1.77600
H -2.02898 -0.93943 0.05641
H 0.19996 -2.02285 -1.72916
H -0.93717 0.88479 -2.17524
*
```

Output
Maximum force = 0.38 eV Å⁻¹
SMILES = OCCC1C=C1
HOMO = -9.6 eV
ΔE to the lowest compared entry with this formula, charge and spin = 286.71 kJ/mol
Energy = -270.44869 a.u.
HOMO-LUMO gap = 10.7 eV